No. 1
{
  "formula": "C33H50BrCl18I2NO2",
  "method": "ωB97M-V with the def2-TZVPD basis set",
  "gap_ev": 7.35,
  "lumo_ev": -1.3,
  "symbols": ["C", "H", "H", "H", "Cl", "H", "H", "Cl", "Cl", "H", "H", "H", "H", "C", "I", "H", "Cl", "Cl", "Cl", "C", "H", "Cl", "Cl", "H", "H", "H", "C", "C", "H", "C", "C", "C", "N", "C", "C", "H", "H", "H", "C", "C", "C", "H", "H", "H", "Cl", "C", "Cl", "H", "C", "H", "Cl", "Br", "H", "H", "C", "H", "H", "C", "C", "H", "C", "C", "C", "C", "C", "H", "C", "H", "C", "H", "C", "H", "H", "H", "Cl", "C", "C", "Cl", "C", "H", "H", "Cl", "H", "H", "Cl", "H", "H", "H", "H", "H", "H", "H", "Cl", "H", "H", "I", "H", "O", "H", "C", "O", "C", "C", "Cl", "H", "C", "Cl"],
  "coordinates": [[-3.217, 1.027, -1.626], [7.258, -3.726, 1.808], [-0.698, -2.867, -3.564], [7.520, -2.445, 0.529], [3.731, 3.578, 0.645], [8.216, -5.452, 0.908], [-1.539, 6.588, -1.528], [-8.900, 5.760, 5.459], [6.196, -5.843, 7.251], [-2.478, 4.536, -0.354], [5.890, -5.081, -0.348], [6.887, -7.921, 8.088], [-0.393, -0.870, -7.418], [1.345, 10.793, -2.046], [5.331, -5.888, 2.732], [-10.032, 2.313, 4.737], [-1.335, 7.980, 0.370], [-6.103, 7.496, 4.617], [-8.968, -1.582, -3.582], [-1.917, 0.936, -2.401], [1.417, 11.254, -1.059], [-4.369, 6.160, 1.997], [-0.314, 9.722, -3.947], [4.177, 2.596, 3.343], [-1.396, -4.413, -3.811], [7.947, -3.775, -2.218], [5.396, -2.579, 1.195], [-5.515, 5.821, 4.464], [-1.561, -0.096, -2.405], [-0.529, -4.158, -1.934], [6.794, -3.292, 0.841], [-2.369, -1.294, -6.693], [-1.185, -3.668, -3.138], [-0.068, 10.296, -2.278], [4.093, -3.431, 0.873], [-9.102, 4.368, 3.563], [-0.944, -2.508, -7.791], [-4.021, 0.485, -2.127], [-1.924, 5.310, 0.181], [2.924, -2.852, -0.013], [-9.598, 4.407, 4.534], [1.636, 11.536, -2.790], [9.011, -4.592, -0.533], [-3.088, 6.871, -0.723], [-7.791, 2.532, 5.388], [6.762, -7.524, 7.079], [-2.114, 1.423, -4.105], [-3.806, 4.725, 3.763], [-0.715, -5.494, -1.429], [-2.330, 5.381, 1.193], [-5.943, -0.657, -4.870], [3.110, -1.013, -0.787], [8.451, -8.635, 6.354], [2.912, 1.371, 3.498], [8.107, -5.243, -0.227], [-2.831, -0.814, -7.558], [-8.511, -1.536, -5.897], [8.074, -7.610, 6.325], [-9.480, 3.088, 5.272], [-1.391, -6.224, -1.990], [3.569, 1.878, 2.789], [1.607, -3.659, -0.308], [-2.036, 6.628, -0.557], [2.741, 2.556, 1.716], [6.860, -3.647, -1.840], [2.214, 1.828, 1.097], [3.856, -4.884, 1.440], [-8.619, -3.181, -5.259], [-8.208, -2.187, -5.076], [-6.284, -2.763, -5.838], [2.559, -5.723, 1.133], [-1.141, 1.562, -1.957], [8.831, -6.957, 6.762], [-0.323, 9.481, -1.599], [7.893, -7.177, 4.607], [0.395, -3.085, -1.162], [-0.957, -1.722, -7.034], [-0.236, 4.747, 0.300], [6.752, -4.335, -0.371], [5.396, -2.413, 2.342], [-10.650, 4.646, 4.370], [-0.082, -2.317, -5.600], [-0.779, 11.109, -2.115], [6.575, -2.543, -1.854], [4.653, 0.638, 2.110], [-6.395, -2.833, -4.075], [6.225, -4.302, -2.539], [-2.382, -0.586, -5.863], [8.047, -6.219, -0.814], [1.998, 3.211, 2.178], [-9.883, 3.157, 6.284], [-3.450, 6.412, 4.157], [-3.748, 2.714, -1.397], [5.976, -8.096, 6.582], [5.415, -1.536, 0.734], [2.388, -7.766, 1.936], [-3.085, 0.599, -0.631], [0.067, -1.877, -1.261], [-5.393, 5.435, 5.477], [0.037, -5.874, -0.057], [-0.527, -6.717, 0.683], [-4.196, 5.745, 3.721], [-6.699, -2.268, -4.957], [-3.405, -2.676, -6.257], [-6.290, 5.235, 3.967], [1.404, -5.115, 0.266], [2.538, 9.471, -2.086]],
  "mulliken_charge": [-0.4136, 0.2942, 0.0260, 0.3357, -0.1863, 0.2187, 0.4242, -0.1604, -0.1705, -0.2965, 0.3421, 0.3332, 0.3226, -0.4431, 0.2570, 0.2924, -0.2307, -0.1859, -0.1890, 0.1402, 0.2858, -0.2109, -0.1978, 0.3621, 0.3060, 0.3354, -0.4133, -0.3809, -0.2046, 0.5911, -1.1740, 0.0441, -0.3430, 0.0448, 0.8993, 0.3054, 0.3498, 0.3053, 0.5235, -0.3821, -0.5106, 0.3302, 0.3615, 0.3156, -0.1780, -0.4950, -0.2584, 0.3564, -0.6989, -0.0744, -0.1571, -0.1970, 0.3016, 0.2855, -1.2630, 0.3942, 0.3295, -0.4660, -0.3937, 0.2662, -0.5417, 0.3386, -0.4425, -0.2927, -1.1801, 0.2158, -0.1998, 0.3091, -0.4550, 0.2273, -0.6794, 0.3321, 0.3176, -0.1259, -0.1741, 0.2099, -0.4690, -0.1888, 0.7179, 0.3448, 0.3551, -0.1612, 0.3073, 0.2907, -0.0960, 0.3212, 0.2769, -0.2338, 0.3109, 0.2950, 0.3064, 0.3328, -0.2675, 0.3212, 0.0732, 0.0859, 0.3026, -0.4872, 0.3456, 0.1373, -0.5241, -0.4584, -0.3767, -0.1989, 0.1911, 0.4628, -0.1811]
}

***

No. 2
{
  "formula": "C33H50BrCrF3N4OSi",
  "method": "ωB97M-V with the def2-TZVPD basis set",
  "spin_multiplicity": 5,
  "gap_ev": [8.01, 7.84],
  "lumo_ev": [-5.6, -5.8],
  "charge": 2,
  "s_squared": 6.02,
  "e_above_lowest_kcal_mol": 17.5,
  "symbols": ["H", "H", "H", "H", "H", "C", "C", "C", "H", "H", "H", "N", "H", "C", "F", "H", "H", "C", "Si", "C", "C", "H", "Cr", "H", "C", "H", "H", "N", "H", "H", "C", "C", "H", "C", "H", "H", "H", "C", "C", "C", "H", "C", "C", "C", "C", "H", "C", "H", "H", "C", "C", "Br", "H", "H", "H", "H", "C", "H", "F", "C", "H", "H", "C", "C", "C", "H", "H", "H", "C", "H", "H", "F", "H", "H", "H", "N", "C", "H", "C", "C", "N", "H", "C", "H", "C", "H", "H", "H", "H", "C", "H", "O", "H", "H"],
  "coordinates": [[-1.420, -6.782, 0.752], [5.999, -1.905, -1.231], [-3.176, -3.107, -0.523], [-0.475, 3.704, 2.661], [-3.150, 4.526, -4.584], [-2.684, 4.228, -1.358], [4.121, 0.986, 1.596], [-4.211, -0.908, 1.975], [5.851, 1.738, 0.457], [-0.692, 1.244, 2.579], [-1.546, 3.052, -4.149], [-3.574, -0.852, 0.797], [3.422, 2.400, 0.072], [5.654, -2.399, 1.955], [-8.292, 0.433, 0.933], [4.134, 0.811, -2.967], [5.716, 2.339, 2.109], [-4.943, 4.742, -3.397], [3.968, -0.629, 0.572], [5.741, -0.900, -1.569], [-4.327, -0.810, -0.315], [-3.586, -0.958, 2.859], [-1.580, -0.826, 0.686], [-1.345, 5.055, 0.722], [-0.943, 3.232, 1.810], [-1.330, 2.318, -2.574], [2.815, 0.365, 3.247], [-1.546, -2.905, 0.740], [5.912, -1.599, 2.651], [-3.798, -0.786, -1.263], [-0.626, -3.579, 1.452], [-7.858, -0.832, 0.989], [2.922, 1.116, -1.719], [-2.433, -3.642, 0.050], [-6.274, -0.788, -1.216], [4.540, 0.081, 3.546], [6.356, -2.366, 1.120], [-3.084, 1.631, -3.664], [-2.042, 3.327, -0.322], [-2.152, 1.950, -0.258], [-5.405, 5.401, -4.131], [-3.427, 4.791, -3.565], [-1.075, 1.859, 1.773], [5.585, 1.459, 1.477], [-0.548, -4.956, 1.485], [5.793, -3.350, 2.473], [-1.465, -5.702, 0.760], [-3.790, 1.433, -2.855], [3.532, -1.394, -3.171], [3.263, -2.445, 2.702], [3.961, 0.830, -1.889], [0.818, -0.687, 0.425], [-5.323, 3.731, -3.547], [-3.169, -5.546, -0.556], [6.285, 0.694, 1.820], [0.090, -2.987, 2.006], [-5.705, -0.813, -0.297], [-2.563, 0.710, -3.928], [-8.315, -1.381, 2.115], [-6.347, -0.861, 0.933], [2.234, -2.181, 2.454], [2.324, -1.438, -1.877], [3.381, -1.569, -2.104], [3.187, 2.097, 1.090], [-2.079, 2.713, -3.259], [3.902, 1.716, 3.599], [4.023, -4.414, 1.095], [6.404, -0.191, -1.068], [-1.422, 3.977, 0.746], [-3.658, 1.951, -4.533], [-2.662, 1.389, -1.030], [-8.379, -1.492, -0.050], [-6.063, -0.959, 3.060], [3.313, 2.972, 1.730], [4.597, -3.518, -0.298], [-2.724, 3.869, -2.658], [3.820, 0.756, 3.084], [2.877, -3.442, 0.157], [4.255, -0.569, -1.327], [-2.429, -5.022, 0.031], [-1.663, 1.217, 0.754], [3.287, -3.484, 3.035], [3.899, -3.483, 0.538], [3.656, -2.602, -1.905], [-5.587, -0.911, 2.091], [4.621, 1.590, -1.471], [2.143, 1.785, 1.123], [-5.227, 5.083, -2.404], [5.941, -0.845, -2.641], [4.191, -2.306, 1.482], [0.226, -5.434, 2.068], [-3.147, 5.278, -0.945], [-3.081, 5.803, -3.353], [3.588, -1.829, 3.537]],
  "lowdin_spin": [0.0005, 0.0000, 0.0021, -0.0003, 0.0000, -0.0003, -0.0004, 0.0208, 0.0000, 0.0042, 0.0000, 0.0057, 0.0000, -0.0002, 0.0009, 0.0000, 0.0000, 0.0000, -0.0024, -0.0002, 0.0200, 0.0050, 3.7979, 0.0005, -0.0003, 0.0000, 0.0002, 0.0047, 0.0000, 0.0048, 0.0134, 0.0011, 0.0001, 0.0137, -0.0004, 0.0000, 0.0000, 0.0000, -0.0004, 0.0143, 0.0000, 0.0000, 0.0158, -0.0002, -0.0010, 0.0000, 0.0100, -0.0001, 0.0000, 0.0007, 0.0000, 0.0434, 0.0000, -0.0003, 0.0000, 0.0024, -0.0014, 0.0000, 0.0003, 0.0117, 0.0007, 0.0005, 0.0002, 0.0005, 0.0000, 0.0000, 0.0000, 0.0000, 0.0099, 0.0000, 0.0034, 0.0004, -0.0004, 0.0000, 0.0000, -0.0001, 0.0001, 0.0002, -0.0007, -0.0009, 0.0010, 0.0000, 0.0001, 0.0000, -0.0013, 0.0000, 0.0007, 0.0000, -0.0001, -0.0003, -0.0003, -0.0002, 0.0000, 0.0000]
}

***

Number 1: maximum force 4.2 eV Å⁻¹. Number 2: maximum force 1.5 eV Å⁻¹.